Entry 1:
11
Properties=species:S:1:pos:R:3 method="wB97M-V/def2-TZVPD" total_energy_ev=-8771.76619 lumo_energy_ev="0.53 / 0.53" relative_energy_kcal_mol=136.71 largest_force_ha_per_bohr=0.0100 charge=0 homo_energy_ha="-0.282 / -0.282"
N 1.35 0.02 1.33
C 0.81 -0.21 0.10
O 1.48 -0.50 -0.87
C -0.72 -0.19 0.12
C -1.27 -0.01 -1.68
O -1.52 0.99 -0.91
H 0.83 0.42 2.10
H 2.36 0.02 1.41
H -1.07 0.37 0.99
H -1.07 -1.21 0.16
H -1.18 0.31 -2.76

Entry 2:
11
Properties=species:S:1:pos:R:3 method="wB97M-V/def2-TZVPD" total_energy_ev=-8772.27896 lumo_energy_ev=0.26 relative_energy_kcal_mol=124.89 largest_force_ha_per_bohr=0.0121 charge=0 homo_energy_ha=-0.326
C -1.90 -0.17 -0.48
C -0.74 0.29 0.88
O -0.81 -0.97 0.67
O 0.50 0.85 0.73
C 1.60 0.08 0.41
N 2.72 0.66 0.36
H -2.85 -0.06 0.02
H -1.62 0.70 -1.07
H -1.83 -1.07 -1.10
H 1.37 -0.96 0.22
H 3.44 -0.02 0.11

Entry 3:
11
Properties=species:S:1:pos:R:3 method="wB97M-V/def2-TZVPD" total_energy_ev=-8772.13233 lumo_energy_ev="-0.65 / -1.58" relative_energy_kcal_mol=128.27 largest_force_ha_per_bohr=0.0334 charge=0 homo_energy_ha="-0.346 / -0.296"
O -1.99 0.48 -0.70
C -0.72 -0.12 -0.73
C 0.20 0.60 0.17
O 1.05 -0.18 1.90
C 1.52 0.11 0.45
N 2.55 -0.05 -0.14
H -2.57 -0.02 -1.29
H -0.73 -1.19 -0.46
H -0.22 -0.06 -1.71
H -0.10 1.59 0.51
H 1.02 -1.15 1.99

Entry 4:
11
Properties=species:S:1:pos:R:3 method="wB97M-V/def2-TZVPD" total_energy_ev=-8775.85140 lumo_energy_ev=0.82 relative_energy_kcal_mol=42.51 largest_force_ha_per_bohr=0.0104 smiles="[H]/N=C/OCC=O" charge=0 homo_energy_ha=-0.361
H 1.94 1.72 -0.26
N 1.13 1.11 -0.17
C 1.34 -0.03 -0.66
O 0.43 -1.01 -0.67
C -0.78 -0.89 0.08
C -1.19 0.46 0.69
O -1.44 0.52 1.87
H 2.25 -0.39 -1.15
H -0.74 -1.60 0.90
H -1.58 -1.18 -0.62
H -1.38 1.30 0.01

Entry 5:
11
Properties=species:S:1:pos:R:3 method="wB97M-V/def2-TZVPD" total_energy_ev=-8774.51308 lumo_energy_ev=0.85 relative_energy_kcal_mol=73.37 largest_force_ha_per_bohr=0.0768 smiles="O=C1NC[C@@H]1O" charge=0 homo_energy_ha=-0.367
O 2.07 -0.86 0.13
C 0.89 -0.62 0.20
N -0.24 -1.36 -0.07
C -1.15 -0.21 -0.05
C 0.08 0.69 0.37
O 0.53 1.74 -0.65
H -0.41 -2.36 0.01
H -2.00 -0.33 0.63
H -1.49 0.06 -1.05
H 0.29 1.67 0.87
H 1.49 1.61 -0.65

Entry 6:
11
Properties=species:S:1:pos:R:3 method="wB97M-V/def2-TZVPD" total_energy_ev=-8772.14222 lumo_energy_ev="-1.93 / -2.09" relative_energy_kcal_mol=128.04 largest_force_ha_per_bohr=0.0089 charge=0 homo_energy_ha="-0.353 / -0.345"
O -1.49 -0.20 1.15
C -0.34 0.32 1.02
N 0.02 1.56 0.75
C -0.39 -0.28 -0.81
C 0.98 -0.71 -0.32
O 0.78 -0.59 1.07
H -0.84 2.11 0.72
H -1.17 -1.03 -0.85
H -0.51 0.59 -1.45
H 1.75 -0.02 -0.68
H 1.21 -1.75 -0.60

Entry 7:
11
Properties=species:S:1:pos:R:3 method="wB97M-V/def2-TZVPD" total_energy_ev=-8775.88469 lumo_energy_ev=0.70 relative_energy_kcal_mol=41.74 largest_force_ha_per_bohr=0.0112 charge=0 homo_energy_ha=-0.380
H 0.94 0.85 0.84
N 1.68 0.78 0.14
C 1.41 -0.04 -0.78
O 0.30 -0.80 -0.96
C -0.64 -0.78 0.11
C -1.22 0.61 0.40
O -1.64 0.90 1.49
H 2.12 -0.22 -1.59
H -0.22 -1.20 1.02
H -1.47 -1.40 -0.22
H -1.26 1.31 -0.46

Entry 8:
11
Properties=species:S:1:pos:R:3 method="wB97M-V/def2-TZVPD" total_energy_ev=-8775.84762 lumo_energy_ev=0.66 relative_energy_kcal_mol=42.59 largest_force_ha_per_bohr=0.0241 smiles="O=CCNC=O" charge=0 homo_energy_ha=-0.347
O -1.46 -1.64 -0.74
C -0.83 -0.63 -0.60
C -0.81 0.48 0.49
N 0.64 0.93 0.46
C 1.47 -0.14 0.36
O 1.03 -1.27 0.18
H -0.33 -0.09 -1.43
H -1.07 0.28 1.53
H -1.62 1.12 0.09
H 1.10 1.83 0.61
H 2.55 0.00 0.43

Entry 9:
11
Properties=species:S:1:pos:R:3 method="wB97M-V/def2-TZVPD" total_energy_ev=-8773.76962 lumo_energy_ev=0.86 relative_energy_kcal_mol=90.51 largest_force_ha_per_bohr=0.0124 smiles="ON=C1COC1" charge=0 homo_energy_ha=-0.372
O -1.29 1.91 -0.05
N -1.09 0.84 0.86
C -0.21 0.09 0.36
C 0.48 -1.16 0.80
O 1.33 -1.09 -0.36
C 0.64 0.07 -0.88
H -2.14 1.70 -0.45
H -0.14 -2.06 0.80
H 1.03 -1.09 1.75
H 1.28 0.94 -1.01
H 0.12 -0.14 -1.82

Entry 10:
11
Properties=species:S:1:pos:R:3 method="wB97M-V/def2-TZVPD" total_energy_ev=-8775.62108 lumo_energy_ev=0.19 relative_energy_kcal_mol=47.82 largest_force_ha_per_bohr=0.0406 charge=0 homo_energy_ha=-0.411
C 0.60 -1.90 0.13
N -0.39 0.77 0.66
C 0.09 0.66 -0.47
O 0.50 0.67 -1.55
C -0.93 2.14 0.31
O -2.10 2.33 0.21
H 0.28 -1.68 -0.89
H 1.59 -2.34 0.12
H -0.14 -2.55 0.60
H 0.67 -1.00 0.75
H -0.16 2.91 0.12

Entry 11:
11
Properties=species:S:1:pos:R:3 method="wB97M-V/def2-TZVPD" total_energy_ev=-8773.31880 lumo_energy_ev=0.75 relative_energy_kcal_mol=100.91 largest_force_ha_per_bohr=0.0310 charge=0 homo_energy_ha=-0.330
N -1.35 0.77 0.89
C -0.97 -0.40 0.30
O -1.74 -1.16 -0.27
C 0.48 -0.79 0.48
C 1.35 -0.06 -0.79
O 1.33 0.36 0.52
H -0.66 1.44 1.20
H -2.31 1.06 0.82
H 0.90 -1.35 -0.53
H 2.34 -0.38 -1.12
H 0.71 0.42 -1.52

Entry 12:
11
Properties=species:S:1:pos:R:3 method="wB97M-V/def2-TZVPD" total_energy_ev=-8773.80824 lumo_energy_ev=-0.29 relative_energy_kcal_mol=89.62 largest_force_ha_per_bohr=0.0527 smiles="[H]/N=C/OCC=O" charge=0 homo_energy_ha=-0.357
H -1.07 2.77 -0.10
N -0.52 2.11 0.43
C -0.37 1.07 -0.27
O 0.89 0.54 -0.14
C 1.06 -0.96 0.27
C -0.35 -1.36 0.11
O -1.20 -0.62 0.57
H -0.95 0.80 -1.17
H 1.42 -0.80 1.28
H 1.76 -1.64 -0.28
H -0.62 -2.14 -0.62

Entry 13:
12
Properties=species:S:1:pos:R:3 method="wB97M-V/def2-TZVPD" total_energy_ev=-19605.71890 lumo_energy_ev="-1.10 / -0.32" relative_energy_kcal_mol=156.63 largest_force_ha_per_bohr=0.0819 charge=0 homo_energy_ha="-0.283 / -0.341"
C -0.50 -0.23 -0.02
C -0.19 -1.61 -0.72
C 0.71 0.54 0.65
N -2.48 -2.26 -1.94
O -2.89 -2.05 -3.04
O -3.01 -2.61 -0.90
S -0.97 -1.88 0.71
H -1.37 0.31 -0.32
H 0.63 -1.79 -1.32
H 1.57 0.00 0.27
H 0.72 0.33 1.65
H 0.73 1.60 0.49

Entry 14:
12
Properties=species:S:1:pos:R:3 method="wB97M-V/def2-TZVPD" total_energy_ev=-19608.52248 lumo_energy_ev=0.06 relative_energy_kcal_mol=91.98 largest_force_ha_per_bohr=0.1042 charge=0 homo_energy_ha=-0.330
C 2.28 1.47 -0.79
C -0.74 -1.08 0.63
C -1.49 -0.81 -0.62
N 1.59 0.56 -0.66
O -0.22 1.50 0.91
O 1.06 -0.08 2.25
S 0.19 0.15 1.14
H 2.89 2.36 -0.92
H -0.43 -2.04 0.78
H -2.56 -1.06 -0.50
H -1.21 -1.23 -1.46
H -1.34 0.26 -0.77

Entry 15:
12
Properties=species:S:1:pos:R:3 method="wB97M-V/def2-TZVPD" total_energy_ev=-19608.13660 lumo_energy_ev=0.26 relative_energy_kcal_mol=100.88 largest_force_ha_per_bohr=0.1077 charge=0 homo_energy_ha=-0.328
C 0.74 -0.67 2.27
C 0.51 -0.60 0.78
C -1.00 1.24 -2.52
H 0.67 0.48 2.56
H 1.99 -1.02 2.86
H -0.09 -1.35 3.03
H -0.22 -0.94 -1.84
H -1.42 2.25 -2.03
N -0.42 0.33 -1.51
O 1.11 -1.34 0.01
O -1.19 0.93 -3.70
S -0.67 0.69 0.10

Entry 16:
13
Properties=species:S:1:pos:R:3 method="wB97M-V/def2-TZVPD" total_energy_ev=-30445.04411 lumo_energy_ev=0.24 relative_energy_kcal_mol=70.68 largest_force_ha_per_bohr=0.1079 charge=0 homo_energy_ha=-0.278
C -2.02 -0.70 0.01
C -1.93 0.45 -0.84
C -0.48 0.90 1.07
N -1.03 -0.34 1.13
O -2.54 -1.79 -0.15
O 2.18 -0.42 -1.12
S -0.92 1.69 -0.40
S 2.98 0.32 0.15
H 2.66 -1.12 -1.42
H -2.42 0.61 -1.78
H 0.17 1.28 1.73
H -0.89 -0.97 1.82
H 4.24 0.09 -0.20

Entry 17:
12
Properties=species:S:1:pos:R:3 method="wB97M-V/def2-TZVPD" total_energy_ev=-10824.77513 lumo_energy_ev=0.45 relative_energy_kcal_mol=21.05 largest_force_ha_per_bohr=0.0323 smiles="O=CNCC(=O)O" charge=0 homo_energy_ha=-0.373
O -1.19 -1.01 2.59
C -1.22 -0.95 1.39
N -0.75 0.09 0.64
C -0.07 -0.30 -0.61
C 0.93 0.66 -1.16
O 1.50 0.48 -2.19
O 1.18 1.68 -0.33
H -1.83 -1.69 0.84
H -0.24 0.75 1.22
H 0.54 -1.18 -0.34
H -0.79 -0.69 -1.33
H 1.93 2.16 -0.71

Entry 18:
12
Properties=species:S:1:pos:R:3 method="wB97M-V/def2-TZVPD" total_energy_ev=-10818.88923 lumo_energy_ev=0.73 relative_energy_kcal_mol=156.78 largest_force_ha_per_bohr=0.1167 charge=0 homo_energy_ha=-0.362
C 0.42 0.32 -0.31
C -0.59 -0.03 0.69
C 1.89 -0.09 -0.23
N -2.36 -0.22 0.03
O -2.59 0.47 -0.93
O -2.95 -1.02 0.66
O -0.16 1.29 0.62
H 0.28 0.38 -1.39
H -0.50 -0.71 1.61
H 2.12 -0.02 0.86
H 2.55 0.72 -0.84
H 1.87 -1.09 -0.76

Entry 19:
12
Properties=species:S:1:pos:R:3 method="wB97M-V/def2-TZVPD" total_energy_ev=-10823.30056 lumo_energy_ev=0.66 relative_energy_kcal_mol=55.05 largest_force_ha_per_bohr=0.0610 smiles="N[C@@]1(C(=O)O)CO1" charge=0 homo_energy_ha=-0.378
N -1.11 -0.42 -0.80
C 0.17 -0.09 -0.20
C 0.11 1.27 0.52
O 1.11 1.90 0.74
O -1.09 1.66 0.93
C 1.10 -1.12 0.31
O 1.37 -0.42 -0.88
H -1.31 -1.26 -1.26
H -1.35 0.29 -1.45
H -1.79 1.08 0.84
H 1.80 -0.74 1.00
H 0.99 -2.17 0.25

Entry 20:
12
Properties=species:S:1:pos:R:3 method="wB97M-V/def2-TZVPD" total_energy_ev=-10823.97783 lumo_energy_ev=0.70 relative_energy_kcal_mol=39.43 largest_force_ha_per_bohr=0.0222 smiles="NC(=O)COC=O" charge=0 homo_energy_ha=-0.373
N -0.39 -1.22 0.07
C -0.78 0.01 0.60
O -1.91 0.27 0.90
C 0.44 0.96 0.66
O 1.32 0.49 -0.36
C 0.58 0.14 -1.45
O -0.48 0.64 -1.72
H -1.08 -1.77 -0.40
H 0.47 -1.67 0.37
H 0.12 1.99 0.49
H 0.95 0.88 1.62
H 1.10 -0.60 -2.07